Record 1
Below is a structure of composition C3H3N2OS in a non-equilibrium geometry, with properties calculated with ωB97M-V with the def2-TZVPD basis set.

Calculated values
- Relative energy (zero: lowest compared OMol25 entry of this formula, charge and spin): 6.6255 eV
- Frontier orbital gap (alpha / beta): 6.53 / 9.26 eV
- Largest force on an atom: 4.34 eV Å⁻¹
- E_LUMO (alpha / beta): -8.99 / -6.53 eV
- HOMO energy (alpha / beta): -15.5147 / -15.7917 eV
- Total energy: -19008.328 eV
- Charge: +1

Cartesian coordinates (Å):
C -4.39818 0.12981 0.14549
C -2.53281 -0.49188 0.05899
C -0.01504 -0.10828 -0.68767
N -3.87262 -0.95884 -0.15275
N -3.81569 1.26026 0.46935
O -2.53677 0.86406 0.26042
S -1.23939 -1.43294 -0.36589
H -0.26776 0.37877 -1.69318
H 0.90930 -0.55942 -0.92799
H -0.02597 0.59811 0.17282



Record 2
Below is a cluster of 2 separate species, C3H3N2S in total in a non-equilibrium geometry, with properties calculated with ωB97M-V with the def2-TZVPD basis set.

Calculated values
- Relative energy (zero: lowest compared OMol25 entry of this formula, charge and spin): 3.4531 eV
- Frontier orbital gap (alpha / beta): 6.76 / 6.86 eV
- Largest force on an atom: 2.58 eV Å⁻¹
- E_LUMO (alpha / beta): 3.14 / 3.86 eV
- HOMO energy (alpha / beta): -3.6203 / -3.0030 eV
- Total energy: -16972.612 eV
- Charge: -1

Cartesian coordinates (Å):
C 0.90942 0.62808 -0.52827
C 0.81955 -0.75967 -0.36975
C -1.04270 0.12506 0.15014
N -0.23318 1.18864 -0.24922
N -0.33853 -1.06956 0.14175
S -2.73733 0.19141 0.12803
H 1.64818 1.35610 -0.79222
H 1.60933 -1.39113 -0.52291
H -0.63474 -0.26893 2.04246



Record 3
Below is the ion C3H3N2S with charge +1 in a non-equilibrium geometry, with properties calculated with ωB97M-V with the def2-TZVPD basis set.

Calculated values
- Relative energy (zero: lowest compared OMol25 entry of this formula, charge and spin): 3.2782 eV
- Frontier orbital gap (alpha / beta): 5.78 / 5.83 eV
- Largest force on an atom: 6.63 eV Å⁻¹
- E_LUMO (alpha / beta): -9.11 / -9.11 eV
- HOMO energy (alpha / beta): -14.8903 / -14.9424 eV
- SMILES: S=C1C=NC=[NH+]1
- Total energy: -16962.874 eV
- Charge: +1

Cartesian coordinates (Å):
C 0.22155 1.18605 -0.33312
C 0.59428 -0.93185 -0.79388
C -0.42491 0.38308 0.64802
N 0.76033 0.33177 -1.21363
N -0.17036 -0.91377 0.37815
S -1.66912 0.83852 2.25119
H 0.09594 2.31126 -0.56593
H 1.03356 -1.61576 -1.54709
H -0.44127 -1.58929 1.17627